{
  "formula": "C16H9Cl6N4O6STa",
  "method": "wB97M-V/def2-TZVPD",
  "e_lumo_ev": -8.4055,
  "e_above_lowest_ev": 2.418,
  "charge": 2,
  "max_force_ev_per_a": 3.90,
  "e_homo_ev": -14.3,
  "spin_multiplicity": 1,
  "orbital_gap_ev": 5.9,
  "species": ["Ta", "Cl", "C", "C", "C", "Cl", "C", "Cl", "C", "Cl", "C", "Cl", "N", "C", "C", "C", "C", "C", "C", "S", "O", "O", "N", "C", "N", "C", "C", "C", "N", "H", "H", "H", "H", "H", "H", "H", "H", "H", "O", "Cl", "O", "O", "O"],
  "coordinates": [[-1.08801, -0.78080, -1.48018], [-3.33211, 0.48806, -2.74197], [-2.01587, 0.86966, -3.80729], [-0.84281, 0.36196, -3.27569], [0.29419, 0.37000, -4.06445], [1.54555, -0.56282, -3.35200], [0.31693, 0.96455, -5.31165], [1.72792, 0.94879, -6.25553], [-0.87879, 1.54983, -5.78573], [-0.89146, 2.30291, -7.29553], [-2.08119, 1.47336, -5.04078], [-3.54311, 2.08574, -5.65257], [0.54488, 2.70852, 5.83485], [0.13843, 2.10559, 4.71630], [0.10617, 2.80270, 3.48071], [-0.26920, 2.17436, 2.33035], [-0.64778, 0.82512, 2.39224], [-0.64386, 0.10734, 3.60227], [-0.26752, 0.74617, 4.74582], [-0.99207, -0.09582, 1.00593], [-1.92194, 0.48082, -0.05535], [-1.36744, -1.45111, 1.28677], [0.24329, -0.23463, -0.13424], [1.39569, -0.94619, 0.26172], [1.91114, -0.72081, 1.44940], [3.00157, -1.42637, 1.75570], [3.55249, -2.34823, 0.88069], [2.89439, -2.52967, -0.32532], [1.80397, -1.83177, -0.63662], [0.83048, 3.67270, 5.84460], [0.55877, 2.21024, 6.70766], [0.38002, 3.84944, 3.45759], [-0.28490, 2.71159, 1.39035], [-0.94632, -0.93071, 3.61077], [-0.28130, 0.21292, 5.68745], [3.42629, -1.23265, 2.73278], [4.43902, -2.91052, 1.13190], [3.22942, -3.25316, -1.05870], [-0.83406, -3.11880, -0.82966], [-2.04888, -3.04726, -1.58354], [-1.60348, -2.30704, -2.80682], [-2.66994, -4.24423, -1.85534], [-2.88856, -2.04977, -0.95688]]
}